[1]
Formula: C44H57N9O6
Source: the Open Molecules 2025 dataset
Level of theory: the ωB97M-V functional and the def2-TZVPD basis

Values from the calculation:
Kohn-Sham gap in eV: 7.9
Lowest unoccupied orbital energy in eV: 0.24
Net charge: 0
Strongest force on any atom in eV/A: 5.49
HOMO in eV: -7.65
Structure (SMILES): C[C@H]1COC(=O)O1.C[C@H]1COC(=O)O1.c1cc[nH]c1.c1cc[nH]c1.c1cc[nH]c1.c1cc[nH]c1.c1cc[nH]c1.c1cc[nH]c1.c1cc[nH]c1.c1cc[nH]c1.c1cc[nH]c1
Energy relative to the best compared isomer or geometry (same formula, charge and spin) in kcal/mol: 53.68
Multiplicity: 1

Element x y z (Å)
1 C -19.81160 -4.94824 24.46128
2 C -18.67261 -4.88343 23.49666
3 C -18.44954 -6.30556 22.87344
4 O -18.48566 -6.03100 21.52236
5 C -18.97816 -4.86472 21.22080
6 O -19.18229 -4.51086 20.04453
7 O -19.07204 -4.06307 22.35310
8 H -20.25420 -3.98905 24.72994
9 H -19.64665 -5.56686 25.34345
10 H -20.69283 -5.42017 24.02674
11 H -17.75813 -4.47731 23.92899
12 H -19.19480 -7.05757 23.13263
13 H -17.48287 -6.66004 23.23118
14 C -27.24771 -4.66174 26.47460
15 C -27.15891 -3.21460 25.93746
16 C -26.75558 -3.04402 24.52396
17 O -27.90652 -2.48835 23.89059
18 C -28.78973 -2.18883 24.79604
19 O -29.84640 -1.55016 24.60446
20 O -28.40771 -2.60983 25.98704
21 H -27.54737 -4.65944 27.52260
22 H -26.30828 -5.13802 26.19403
23 H -28.09756 -5.19877 26.05334
24 H -26.46399 -2.61121 26.52150
25 H -26.55701 -4.02768 24.09842
26 H -25.93784 -2.33452 24.39745
27 N -26.13461 1.67568 23.10569
28 C -24.95890 2.35198 23.48068
29 C -23.88035 1.46521 23.46237
30 C -24.43455 0.20499 23.24083
31 C -25.80544 0.35496 22.91771
32 H -27.05486 2.05469 22.93364
33 H -25.05193 3.38498 23.78177
34 H -22.84684 1.63048 23.72872
35 H -23.93393 -0.73502 23.06155
36 H -26.54891 -0.35455 22.58568
37 N -28.29334 -0.36285 20.15899
38 C -27.96129 -1.62585 20.49860
39 C -27.60840 -2.29625 19.32425
40 C -27.86622 -1.45771 18.27361
41 C -28.20735 -0.22672 18.81505
42 H -28.52135 0.39768 20.78325
43 H -27.93107 -1.97407 21.52048
44 H -27.22072 -3.29089 19.16062
45 H -27.75434 -1.72718 17.23377
46 H -28.51319 0.70620 18.36501
47 N -28.26310 -7.90124 20.33442
48 C -26.95141 -7.55216 20.31929
49 C -26.78457 -6.58683 21.23788
50 C -27.98752 -6.32011 21.87715
51 C -28.84387 -7.18316 21.31372
52 H -28.71324 -8.58571 19.74369
53 H -26.16192 -7.96096 19.70611
54 H -25.86420 -6.10149 21.52728
55 H -28.23530 -5.68677 22.71613
56 H -29.87877 -7.33738 21.58127
57 N -23.09642 -2.47490 16.69958
58 C -23.76197 -1.29690 16.55381
59 C -22.90857 -0.36746 15.86752
60 C -21.61498 -0.97438 15.78959
61 C -21.82764 -2.27209 16.27052
62 H -23.41548 -3.32254 17.14656
63 H -24.76970 -1.15628 16.91589
64 H -23.12790 0.63462 15.52967
65 H -20.68080 -0.54552 15.45828
66 H -21.23459 -3.17301 16.32571
67 N -22.61402 -2.34433 21.00428
68 C -22.61718 -3.15670 22.11225
69 C -23.86553 -3.67970 22.31099
70 C -24.67267 -3.10902 21.38244
71 C -23.88062 -2.27036 20.58035
72 H -21.82393 -1.82488 20.64928
73 H -21.64679 -3.40290 22.51737
74 H -24.14530 -4.41211 23.05375
75 H -25.74859 -3.16854 21.31006
76 H -24.17546 -1.66827 19.73362
77 N -20.94230 -0.43882 19.14669
78 C -20.05087 -1.44334 19.36823
79 C -19.60294 -1.31144 20.66118
80 C -20.26637 -0.22790 21.22898
81 C -21.06326 0.29958 20.28014
82 H -21.33756 -0.27767 18.23132
83 H -19.74875 -2.16052 18.61939
84 H -18.92232 -1.98930 21.15479
85 H -20.22957 0.09619 22.25856
86 H -21.64035 1.21246 20.27808
87 N -23.85818 -4.64387 26.94013
88 C -22.95715 -4.14708 26.03444
89 C -22.62836 -2.83728 26.36082
90 C -23.30817 -2.45903 27.50347
91 C -24.07452 -3.61688 27.87306
92 H -24.31382 -5.54229 26.86713
93 H -22.67757 -4.79097 25.21369
94 H -22.00283 -2.16050 25.79772
95 H -23.22589 -1.46046 27.90655
96 H -24.78496 -3.77159 28.67164
97 N -23.39945 -4.61223 19.05841
98 C -24.55605 -5.24622 18.66742
99 C -24.31981 -6.02391 17.52971
100 C -22.93013 -5.96615 17.32855
101 C -22.38076 -5.13112 18.29000
102 H -23.30628 -3.97760 19.83858
103 H -25.43770 -5.09380 19.27228
104 H -25.01289 -6.58484 16.92027
105 H -22.41450 -6.44625 16.51000
106 H -21.38335 -4.88173 18.62075
107 N -24.06896 2.27629 20.36080
108 C -23.50734 3.43623 19.85302
109 C -23.47086 3.25090 18.45319
110 C -24.14439 2.07001 18.17348
111 C -24.52422 1.45417 19.35527
112 H -24.18828 2.13986 21.35440
113 H -23.16671 4.30115 20.40282
114 H -23.20706 3.92699 17.65337
115 H -24.29415 1.66791 17.18237
116 H -25.11124 0.57833 19.58918

Results of the Mulliken charge analysis, in e, for atoms 1 through 4:
1. C -1.540
2. C 0.446
3. C -0.616
4. O -0.353

***

[2]
Formula: C4H5N3S
Source: the Open Molecules 2025 dataset
Level of theory: the ωB97M-V functional and the def2-TZVPD basis

Values from the calculation:
Kohn-Sham gap (alpha / beta) in eV: 7.2 / 7.2
Lowest unoccupied orbital energy (alpha / beta) in eV: -0.47 / -0.47
Net charge: 0
Strongest force on any atom in eV/A: 4.02
HOMO (alpha / beta) in eV: -7.69 / -7.69
Energy relative to the best compared isomer or geometry (same formula, charge and spin) in kcal/mol: 78.90
Multiplicity: 1

Element x y z (Å)
1 C 1.44048 -1.53183 0.11015
2 C 0.53581 1.72161 0.50866
3 C 1.52396 -0.54763 -0.85635
4 C -0.97610 -0.00822 0.38950
5 N 1.35797 -2.58884 0.58948
6 N -0.60211 1.19193 0.64057
7 N -2.14538 -0.18574 -0.31145
8 S 1.87525 1.08589 -0.34489
9 H 0.84149 2.76814 0.93777
10 H 2.09839 -0.67940 -1.78604
11 H -0.40874 -0.86533 0.58039
12 H -2.74773 -0.94494 -0.15782
13 H -2.79329 0.58437 -0.29998

Results of the Mulliken charge analysis, in e, for atoms 1 through 4:
1. C 0.579
2. C 0.121
3. C -0.732
4. C -0.019

***

- Which value of net charge does entry 1 give?
  0

***

- Look up the energy relative to the best compared isomer or geometry (same formula, charge and spin) of the first one.
  53.68 kcal/mol